(1)
Computed, not measured: an isolated molecule of C6H10O, with the ωB97M-V functional and the def2-TZVPD basis.

Its structure (SMILES) is C=C/C=C(/C)OC. For the HOMO-LUMO gap, the calculation gives 0.3455 Eh. The calculation puts the highest occupied orbital energy at -8.30 eV. The value obtained for the LUMO energy is 1.11 eV. The calculation puts the molar mass at 98.14 g/mol. The total energy comes out at -309.78045 a.u. The energy above the lowest of the compared OMol25 structures with the same formula, charge and spin comes out at 162.6 kJ/mol.

Atoms and positions in Å:
1 C 0.555 1.754 1.358
2 C 0.463 1.730 0.031
3 C 0.774 0.427 -0.582
4 C 0.246 -0.751 -0.244
5 C 0.920 -2.062 -0.484
6 O -0.959 -0.883 0.390
7 C -1.973 -0.035 -0.128
8 H 0.529 0.810 1.898
9 H 0.736 2.653 1.920
10 H 0.401 2.640 -0.573
11 H 1.689 0.438 -1.164
12 H 0.218 -2.804 -0.871
13 H 1.326 -2.451 0.456
14 H 1.756 -1.937 -1.175
15 H -1.609 0.353 -1.085
16 H -2.848 -0.658 -0.315
17 H -2.225 0.778 0.567

(2)
Computed, not measured: an isolated molecule of C9H15NO3 in a non-equilibrium geometry, with the ωB97M-V functional and the def2-TZVPD basis.

For the HOMO-LUMO gap (spin up / spin down), the calculation gives 0.2975 / 0.2974 Eh. The calculation puts the highest occupied orbital energy (spin up / spin down) at -8.09 / -8.09 eV. The value obtained for the LUMO energy (spin up / spin down) is 0.01 / 0.00 eV. The calculation puts the molar mass at 185.22 g/mol. The total energy comes out at -632.18404 a.u. The energy above the lowest of the compared OMol25 structures with the same formula, charge and spin comes out at 742.5 kJ/mol.

Atoms and positions in Å:
1 C -2.460 1.329 -1.301
2 C -0.456 1.170 0.581
3 C 0.305 -0.112 0.280
4 C -1.773 0.979 -0.134
5 C -0.468 -0.648 -0.998
6 C 0.132 -0.184 -2.316
7 C -1.081 -2.045 -0.781
8 C 2.587 0.571 2.436
9 C 2.555 -0.103 1.062
10 N -3.043 0.421 0.415
11 O -2.212 1.715 -2.402
12 O -3.648 0.673 -0.863
13 O 1.685 0.176 0.012
14 H -0.715 1.404 1.657
15 H -0.082 2.106 0.267
16 H 0.272 -0.885 1.052
17 H 0.620 -1.100 -2.866
18 H 0.935 0.622 -2.083
19 H -0.626 0.255 -2.908
20 H -1.758 -1.922 0.055
21 H -0.240 -2.607 -0.442
22 H -1.492 -2.362 -1.693
23 H 1.540 0.629 2.786
24 H 3.064 -0.032 3.191
25 H 3.035 1.604 2.383
26 H 2.706 -1.301 1.162
27 H 3.649 0.216 0.679
28 H -3.031 -0.567 0.768

(3)
Computed, not measured: a cluster of 4 separate species, CH9NO4 in total in a non-equilibrium geometry, with the ωB97M-V functional and the def2-TZVPD basis.

For the HOMO-LUMO gap (spin up / spin down), the calculation gives 0.1068 / 0.3931 Eh. The calculation puts the highest occupied orbital energy (spin up / spin down) at 0.72 / -7.12 eV. The expectation value of S² is 0.75. Its spin multiplicity is 2. The value obtained for the LUMO energy (spin up / spin down) is 3.63 / 3.57 eV. The calculation puts the molar mass at 99.09 g/mol. The net charge is -1. The total energy comes out at -399.19289 a.u. The energy above the lowest of the compared OMol25 structures with the same formula, charge and spin comes out at 0.0 kJ/mol.

Atoms and positions in Å:
1 C -1.859 -1.807 0.143
2 N -1.548 -0.517 0.442
3 O -0.988 -2.674 0.182
4 H -2.852 -1.995 -0.261
5 H -2.131 0.166 -0.033
6 H -0.604 -0.194 0.624
7 H 1.043 -2.103 0.554
8 H 2.190 -3.098 0.778
9 O 2.012 -2.190 0.459
10 H -0.520 3.208 -0.911
11 H 0.873 3.492 -0.989
12 O 0.065 3.760 -1.446
13 H 1.412 0.797 -0.422
14 H 1.843 1.643 0.733
15 O 1.065 1.512 0.148

(4)
Computed, not measured: a structure of composition C5H10O2, with the ωB97M-V functional and the def2-TZVPD basis.

For the HOMO-LUMO gap, the calculation gives 0.2681 Eh. The calculation puts the highest occupied orbital energy at -6.51 eV. The value obtained for the LUMO energy is 0.78 eV. The calculation puts the molar mass at 102.13 g/mol. The total energy comes out at -346.78141 a.u. The energy above the lowest of the compared OMol25 structures with the same formula, charge and spin comes out at 640.7 kJ/mol.

Atoms and positions in Å:
1 C -2.375 0.160 -0.180
2 C -0.707 -0.903 -0.430
3 O -0.967 0.459 -1.100
4 C 0.313 -0.795 0.672
5 C 1.759 -0.333 0.346
6 C 1.939 1.153 0.232
7 O 1.073 1.939 -0.109
8 H -2.378 -0.058 0.889
9 H -2.727 1.200 -0.324
10 H -3.026 -0.517 -0.720
11 H -0.323 -1.535 -1.242
12 H -0.351 1.146 -0.746
13 H -0.060 -0.170 1.499
14 H 0.394 -1.809 1.083
15 H 2.088 -0.772 -0.609
16 H 2.481 -0.688 1.094
17 H 2.935 1.559 0.487

(5)
Computed, not measured: a structure of composition C2H6FeO2 in a non-equilibrium geometry, with the ωB97M-V functional and the def2-TZVPD basis.

For the HOMO-LUMO gap (spin up / spin down), the calculation gives 0.2792 / 0.2971 Eh. The calculation puts the highest occupied orbital energy (spin up / spin down) at -12.56 / -14.18 eV. The expectation value of S² is 8.76. Its spin multiplicity is 6. The value obtained for the LUMO energy (spin up / spin down) is -4.96 / -6.09 eV. The calculation puts the molar mass at 117.91 g/mol. The net charge is +1. The total energy comes out at -1493.62016 a.u. The energy above the lowest of the compared OMol25 structures with the same formula, charge and spin comes out at 0.0 kJ/mol.

Atoms and positions in Å:
1 C 0.773 1.221 0.407
2 C -0.010 0.644 1.536
3 O -0.772 -0.463 1.196
4 H 0.064 -0.915 -2.562
5 H 1.790 0.853 0.243
6 H 0.401 2.109 -0.108
7 H -0.642 1.442 1.981
8 H 0.695 0.369 2.357
9 O -0.575 -1.535 -2.111
10 H -0.692 -2.310 -2.675
11 Fe -1.034 -1.416 -0.263

(6)
Computed, not measured: a cluster of 2 separate species, CH5NP2 in total in a non-equilibrium geometry, with the ωB97M-V functional and the def2-TZVPD basis.

For the HOMO-LUMO gap (spin up / spin down), the calculation gives 0.2392 / 0.2395 Eh. The calculation puts the highest occupied orbital energy (spin up / spin down) at -7.32 / -7.32 eV. The value obtained for the LUMO energy (spin up / spin down) is -0.81 / -0.81 eV. The calculation puts the molar mass at 93.01 g/mol. The total energy comes out at -778.46596 a.u. The energy above the lowest of the compared OMol25 structures with the same formula, charge and spin comes out at 125.7 kJ/mol.

Atoms and positions in Å:
1 C -0.841 1.657 0.805
2 N 1.483 -1.981 -1.152
3 P 0.312 -3.008 -1.054
4 P 2.877 -1.460 -0.975
5 H -0.753 1.825 1.854
6 H -1.756 1.907 0.421
7 H -0.143 2.261 0.309
8 H -0.588 -1.844 -0.869
9 H -0.590 0.643 0.661

(7)
Computed, not measured: a structure of composition C22H26AuN2O3Te, with the ωB97M-V functional and the def2-TZVPD basis.

For the HOMO-LUMO gap (spin up / spin down), the calculation gives 0.2724 / 0.2190 Eh. The calculation puts the highest occupied orbital energy (spin up / spin down) at -10.97 / -11.53 eV. The expectation value of S² is 2.01. Its spin multiplicity is 3. The value obtained for the LUMO energy (spin up / spin down) is -3.56 / -5.57 eV. The calculation puts the molar mass at 691.03 g/mol. The net charge is +1. The total energy comes out at -1592.63915 a.u. The energy above the lowest of the compared OMol25 structures with the same formula, charge and spin comes out at 38.2 kJ/mol.

Atoms and positions in Å:
1 Au -1.318 0.632 -0.918
2 C 1.694 1.354 1.301
3 C 1.226 -0.075 1.071
4 C 2.330 -1.075 1.363
5 O 0.905 -0.167 -0.343
6 C 0.011 -0.333 2.001
7 O 0.249 -0.492 3.180
8 O -1.172 -0.266 1.478
9 H 2.539 1.577 0.650
10 H 1.997 1.468 2.340
11 H 0.890 2.066 1.099
12 H 3.218 -0.832 0.777
13 H 2.010 -2.088 1.114
14 H 2.571 -1.047 2.423
15 H 0.852 -1.110 -0.569
16 N -2.814 2.015 0.268
17 C -2.414 3.378 0.045
18 C -3.158 4.429 0.499
19 C -2.743 5.762 0.292
20 C -1.574 6.024 -0.357
21 C -0.783 4.960 -0.851
22 C 0.437 5.171 -1.531
23 C 1.155 4.107 -1.995
24 C 0.646 2.815 -1.801
25 N -0.493 2.589 -1.182
26 C -1.216 3.631 -0.671
27 H -2.489 1.639 1.161
28 H -3.820 1.902 0.210
29 H -4.073 4.236 1.044
30 H -3.355 6.570 0.667
31 H -1.236 7.041 -0.506
32 H 0.790 6.184 -1.673
33 H 2.095 4.236 -2.510
34 H 1.184 1.944 -2.153
35 C 2.652 -5.448 -0.157
36 C 1.444 -4.559 -0.231
37 C 1.137 -3.857 -1.387
38 C 0.020 -3.029 -1.468
39 C -0.294 -2.334 -2.767
40 C -0.781 -2.894 -0.325
41 Te -2.451 -1.626 -0.329
42 C -0.520 -3.614 0.853
43 C -1.397 -3.513 2.070
44 C 0.595 -4.436 0.868
45 H 3.238 -5.402 -1.073
46 H 2.354 -6.485 0.005
47 H 3.294 -5.162 0.677
48 H 1.770 -3.969 -2.260
49 H 0.368 -2.677 -3.560
50 H -0.173 -1.246 -2.689
51 H -1.322 -2.524 -3.082
52 H -1.353 -2.515 2.513
53 H -1.090 -4.234 2.824
54 H -2.440 -3.723 1.822
55 H 0.812 -4.997 1.769